{
  "formula": "C35H99N5O12",
  "method": "ωB97M-V/def2-TZVPD",
  "lumo_energy_ha": 0.00927,
  "largest_force_ha_per_bohr": 0.04350,
  "homo_lumo_gap_ev": 9.21,
  "e_tot_ha": -2569.447300,
  "symbols": ["C", "C", "C", "O", "H", "H", "H", "H", "H", "H", "H", "H", "C", "C", "C", "O", "H", "H", "H", "H", "H", "H", "H", "H", "C", "C", "C", "O", "H", "H", "H", "H", "H", "H", "H", "H", "C", "C", "C", "O", "H", "H", "H", "H", "H", "H", "H", "H", "C", "C", "C", "O", "H", "H", "H", "H", "H", "H", "H", "H", "O", "H", "H", "O", "H", "H", "C", "C", "C", "O", "C", "N", "H", "H", "H", "H", "H", "H", "H", "H", "H", "H", "H", "C", "C", "C", "O", "C", "N", "H", "H", "H", "H", "H", "H", "H", "H", "H", "H", "H", "C", "C", "C", "O", "C", "N", "H", "H", "H", "H", "H", "H", "H", "H", "H", "H", "H", "C", "C", "C", "O", "C", "N", "H", "H", "H", "H", "H", "H", "H", "H", "H", "H", "H", "C", "C", "C", "O", "C", "N", "H", "H", "H", "H", "H", "H", "H", "H", "H", "H", "H"],
  "positions_angstrom": [[-0.934102, 5.370629, 4.024702], [-0.424085, 3.970243, 4.349070], [-0.836400, 3.616075, 5.785004], [-1.058816, 3.034223, 3.450706], [-2.024641, 5.388170, 4.078803], [-0.607443, 5.654057, 3.024106], [-0.569007, 6.123671, 4.723669], [0.657123, 3.909172, 4.254380], [-0.345581, 2.676680, 6.045162], [-1.914830, 3.542505, 5.919861], [-0.468381, 4.387060, 6.463763], [-2.004118, 3.141468, 3.602769], [-1.737181, -3.946064, 3.367083], [-2.795495, -3.703596, 2.324374], [-2.504224, -2.387606, 1.606441], [-2.877574, -4.797970, 1.437008], [-0.680895, -4.044955, 3.107954], [-1.904902, -4.888747, 3.902766], [-1.799387, -3.155391, 4.119335], [-3.773408, -3.586844, 2.816081], [-1.500952, -2.327692, 1.180344], [-2.586258, -1.569141, 2.324448], [-3.245974, -2.245931, 0.813496], [-3.333739, -4.534105, 0.631777], [5.409569, 1.562006, 2.294628], [5.119465, 1.540217, 0.796084], [6.020590, 2.525265, 0.040921], [5.328144, 0.221979, 0.298692], [5.188788, 2.515294, 2.772047], [6.449443, 1.262821, 2.443190], [4.792378, 0.825795, 2.816671], [4.067478, 1.829306, 0.676581], [6.136138, 3.431704, 0.640038], [5.647499, 2.692141, -0.967413], [7.028143, 2.107801, -0.013063], [4.914850, 0.248556, -0.578525], [-1.346630, -2.719021, -2.522615], [-1.215471, -4.024014, -3.319922], [-1.181340, -3.809453, -4.828994], [-0.011064, -4.689663, -2.919345], [-1.927223, -1.980203, -3.070334], [-0.327383, -2.382454, -2.323004], [-1.771677, -2.951238, -1.543154], [-2.093789, -4.643407, -3.114356], [-0.290900, -3.270738, -5.160790], [-2.068614, -3.257097, -5.132224], [-1.085239, -4.798962, -5.277865], [-0.256880, -5.360489, -2.274413], [-0.783363, 0.237327, -0.361874], [-0.376563, 0.717106, 1.012038], [0.936647, 0.142268, 1.515609], [-0.158487, 2.145375, 0.873329], [0.059477, 0.187030, -1.058763], [-1.499452, 0.917178, -0.824807], [-1.227014, -0.757905, -0.374216], [-1.075280, 0.492972, 1.823739], [1.879911, 0.450914, 1.059681], [0.885903, -0.954363, 1.469876], [1.099255, 0.362955, 2.576528], [-0.171932, 2.532321, 1.769708], [1.579793, 2.701572, -1.524726], [1.104505, 2.439135, -0.716644], [1.551124, 3.664609, -1.525700], [3.287131, 0.586627, -1.860672], [2.632356, 1.308067, -1.704423], [2.936467, 0.082011, -2.601716], [2.310907, -0.469480, 5.209378], [2.833263, -0.865997, 6.584193], [2.986148, -2.399768, 6.682405], [1.708717, -2.979682, 6.852288], [1.672393, -4.330973, 6.447174], [4.136892, -0.198776, 6.795938], [1.533473, -1.175415, 4.911161], [3.116853, -0.464311, 4.471398], [1.918788, 0.548732, 5.200148], [2.142583, -0.539688, 7.365278], [3.683651, -2.633521, 7.490905], [3.307594, -2.719156, 5.682230], [1.724241, -4.412287, 5.352305], [0.791586, -4.860767, 6.792941], [2.590651, -4.820559, 6.793253], [4.648403, -0.797693, 7.448888], [4.703509, -0.321856, 5.956944], [-4.112108, -0.507561, -2.583093], [-5.263378, 0.332654, -2.036079], [-6.576252, -0.326172, -2.387683], [-7.676013, 0.580244, -2.447769], [-8.931091, -0.071568, -2.478195], [-5.101226, 0.377460, -0.568097], [-4.140945, -0.407343, -3.670364], [-4.100003, -1.532712, -2.221877], [-3.185280, -0.044864, -2.231503], [-5.283244, 1.341869, -2.462404], [-6.784953, -1.215521, -1.782073], [-6.509596, -0.700174, -3.423793], [-9.634120, 0.762231, -2.446806], [-9.075317, -0.698291, -1.594477], [-9.076315, -0.625426, -3.411074], [-4.326438, 1.017365, -0.363292], [-5.861270, 0.929359, -0.162678], [-2.558321, 5.173672, 0.169062], [-3.083331, 3.900862, -0.504737], [-2.131572, 3.460814, -1.595160], [-2.152929, 4.345219, -2.695650], [-1.382935, 3.810155, -3.748287], [-3.167267, 2.803235, 0.452923], [-2.372055, 6.017863, -0.494830], [-1.648405, 4.955979, 0.734816], [-3.249889, 5.484062, 0.959934], [-4.091657, 4.031740, -0.900518], [-2.530698, 2.523704, -2.028696], [-1.146124, 3.190276, -1.199292], [-1.196601, 4.557003, -4.518939], [-1.874553, 2.975288, -4.255775], [-0.417672, 3.499264, -3.337250], [-2.227326, 2.553578, 0.764095], [-3.740168, 2.910127, 1.277161], [4.617185, -2.130492, -1.472221], [3.915700, -3.463097, -1.161843], [2.587818, -3.198401, -0.479677], [2.094676, -4.442642, -0.039489], [0.908333, -4.380554, 0.712964], [3.706259, -4.203343, -2.430709], [5.078974, -1.762119, -0.555358], [3.881462, -1.425476, -1.854504], [5.414029, -2.300241, -2.195779], [4.552538, -4.105270, -0.545475], [1.873205, -2.760993, -1.197118], [2.637837, -2.462680, 0.336460], [0.668530, -5.349947, 1.131838], [0.116680, -3.938134, 0.091436], [1.017683, -3.631915, 1.512695], [4.630610, -4.468128, -2.759666], [3.267588, -5.086309, -2.173603], [1.720868, 3.061308, -5.800380], [1.936767, 1.623159, -5.351462], [0.792659, 0.731766, -5.825328], [-0.444060, 0.870285, -5.129128], [-0.348046, 0.399077, -3.794084], [3.161047, 1.126274, -5.993822], [1.897205, 3.116402, -6.879153], [2.391119, 3.793969, -5.350412], [0.680115, 3.360399, -5.669531], [2.023983, 1.589382, -4.259030], [1.095848, -0.320009, -5.890516], [0.481797, 0.998252, -6.839978], [0.217253, -0.533854, -3.708308], [-1.337189, 0.331058, -3.347246], [0.208790, 1.134500, -3.197882], [3.536572, 0.299581, -5.534180], [3.899090, 1.807776, -5.826800]],
  "forces_ev_per_angstrom": [[0.458, 0.019, -0.296], [-1.640, 0.492, 0.918], [1.062, -0.084, -0.175], [0.762, 0.077, 0.006], [-0.027, -0.014, -0.096], [-0.193, 0.107, -0.061], [0.109, -0.095, 0.044], [-0.005, -0.246, -0.309], [-0.303, -0.066, 0.215], [-0.057, -0.052, -0.191], [-0.006, -0.050, 0.068], [-0.019, -0.114, -0.160], [0.078, -0.888, 1.433], [0.360, 0.838, -0.300], [-0.337, -0.065, -0.075], [0.358, -0.461, -0.261], [-0.194, 0.410, -0.871], [-0.368, 0.111, -0.021], [0.000, 0.002, -0.027], [0.193, -0.053, 0.151], [0.012, -0.323, -0.023], [-0.150, 0.068, -0.097], [0.090, 0.291, 0.013], [-0.044, 0.087, 0.106], [-0.007, -0.754, -0.126], [0.277, 0.447, 0.423], [0.077, -0.324, 0.684], [-0.384, 0.586, 0.067], [0.228, 0.182, -0.237], [0.044, 0.225, 0.190], [-0.012, -0.096, -0.152], [-0.037, -0.044, -0.236], [-0.311, 0.287, -0.422], [0.051, 0.280, 0.008], [-0.061, -0.178, -0.120], [-0.016, -0.332, 0.036], [0.414, -0.792, -0.005], [0.067, 0.593, -0.156], [0.560, -0.268, 0.418], [-0.474, -0.270, 0.000], [-0.004, 0.070, 0.256], [-0.076, 0.322, -0.208], [-0.241, 0.259, -0.009], [0.077, -0.191, 0.073], [-0.020, 0.228, 0.264], [-0.062, -0.212, -0.272], [-0.421, 0.099, -0.289], [0.227, 0.033, 0.028], [-0.201, -0.292, -0.464], [1.624, 0.552, -0.040], [0.360, -1.184, 0.755], [-0.424, 0.109, 0.358], [0.225, 0.094, 0.284], [-0.120, -0.027, 0.245], [-0.012, 0.010, 0.244], [-0.570, 0.270, -0.444], [-0.379, 0.154, -0.699], [0.110, 0.062, -0.071], [-0.329, 0.136, 0.016], [-0.071, -0.058, -0.246], [-0.271, 0.006, 0.264], [-0.163, 0.167, 0.102], [0.118, -0.078, -0.048], [-0.534, 0.587, 0.115], [0.619, -0.252, -0.287], [0.005, 0.064, 0.004], [-0.238, 0.114, 0.187], [0.563, -0.091, -0.242], [-0.978, 0.856, -1.047], [-0.498, -0.011, 0.568], [1.106, -0.021, -0.515], [0.227, -0.862, 0.188], [-0.049, 0.174, -0.151], [0.026, -0.320, -0.012], [-0.164, -0.054, 0.113], [0.013, -0.012, 0.001], [-0.001, -0.433, -0.046], [0.817, -0.190, 0.266], [-0.204, 0.112, -0.038], [-0.111, 0.289, 0.272], [-0.249, -0.314, 0.247], [-0.043, 0.540, 0.286], [-0.246, 0.242, -0.141], [0.061, 1.286, -0.146], [-0.339, -0.597, 1.056], [-0.568, -0.296, -1.766], [0.447, -0.139, 0.968], [0.214, 0.957, 0.003], [-0.077, 0.960, 0.210], [0.224, -0.500, -0.039], [-0.336, -0.075, -0.136], [0.044, -0.098, -0.069], [0.201, -0.074, -0.261], [0.003, 0.265, 0.430], [0.336, -0.212, 0.087], [-0.277, -0.296, -0.028], [-0.020, -0.182, -0.106], [0.028, -0.198, 0.095], [0.237, -0.368, -0.041], [-0.246, -0.410, -0.196], [-0.332, 0.157, 0.591], [0.309, 0.543, 0.881], [-1.405, -1.286, -1.174], [0.397, 0.675, 0.384], [0.323, 0.097, -0.103], [0.685, -1.073, -0.077], [-0.090, -0.116, -0.127], [0.241, -0.177, -0.332], [-0.197, 0.153, -0.239], [0.130, 0.277, -0.270], [0.064, -0.229, 0.486], [0.195, 0.589, -0.076], [-0.148, 0.299, 0.219], [-0.015, -0.225, 0.261], [0.093, -0.247, -0.282], [-0.227, 0.101, -0.038], [-0.215, 0.577, -0.196], [-0.057, -1.032, 0.436], [0.392, 0.337, -0.775], [-0.407, -0.191, -0.283], [0.126, -0.682, 0.401], [0.228, 1.539, -0.356], [-0.194, -0.045, 0.434], [-0.170, 0.129, -0.170], [0.369, -0.169, 0.063], [-0.038, 0.094, -0.141], [-0.103, 0.372, 0.583], [0.147, -0.079, -0.198], [0.400, -0.235, 0.174], [-0.096, -0.104, -0.174], [-0.323, -0.556, -0.032], [0.139, -0.271, 0.304], [-0.057, 0.079, -0.153], [-0.178, 0.108, -0.230], [-0.285, 0.020, -0.568], [0.173, -0.008, -0.071], [-0.929, 0.120, -0.710], [0.390, -0.496, 0.542], [0.576, 0.962, 0.219], [0.632, 0.138, 0.263], [0.044, -0.123, -0.004], [-0.044, -0.118, 0.292], [0.072, 0.074, 0.307], [-0.172, 0.017, 0.023], [0.087, -0.050, 0.393], [0.534, 0.122, -0.103], [-0.305, -0.254, -0.215], [-0.065, -0.231, -0.259], [-0.092, -0.025, 0.118], [-0.409, -0.153, -0.045], [-0.119, 0.087, -0.261]]
}